{"formula": "C70H150HfN8O18", "method": "the ωB97M-V functional and the def2-TZVPD basis", "lumo_ev": -9.910, "total_charge": 6, "homo_energy_ev": -19.3, "relative_energy_kj_mol": 0.00, "gap_ev": 9.4, "energy_ha": -4595.57138, "elements": ["Hf", "C", "C", "C", "N", "C", "C", "C", "C", "C", "H", "H", "H", "H", "H", "H", "H", "H", "H", "H", "H", "H", "H", "H", "H", "H", "H", "H", "C", "C", "C", "N", "C", "C", "C", "C", "C", "H", "H", "H", "H", "H", "H", "H", "H", "H", "H", "H", "H", "H", "H", "H", "H", "H", "H", "C", "C", "C", "N", "C", "C", "C", "C", "C", "H", "H", "H", "H", "H", "H", "H", "H", "H", "H", "H", "H", "H", "H", "H", "H", "H", "H", "C", "C", "C", "N", "C", "C", "C", "C", "C", "H", "H", "H", "H", "H", "H", "H", "H", "H", "H", "H", "H", "H", "H", "H", "H", "H", "H", "C", "C", "C", "N", "C", "C", "C", "C", "C", "H", "H", "H", "H", "H", "H", "H", "H", "H", "H", "H", "H", "H", "H", "H", "H", "H", "H", "C", "C", "C", "N", "C", "C", "C", "C", "C", "H", "H", "H", "H", "H", "H", "H", "H", "H", "H", "H", "H", "H", "H", "H", "H", "H", "H", "C", "C", "C", "N", "C", "C", "C", "C", "C", "H", "H", "H", "H", "H", "H", "H", "H", "H", "H", "H", "H", "H", "H", "H", "H", "H", "H", "C", "C", "C", "N", "C", "C", "C", "C", "C", "H", "H", "H", "H", "H", "H", "H", "H", "H", "H", "H", "H", "H", "H", "H", "H", "H", "H", "O", "C", "O", "O", "H", "O", "C", "O", "O", "H", "O", "C", "O", "O", "H", "O", "C", "O", "O", "H", "O", "C", "O", "O", "H", "O", "C", "O", "O", "H"], "positions_angstrom": [[-0.18626, 0.36651, 0.30500], [-1.72959, 10.75579, 0.12909], [-1.84595, 9.19756, 0.19533], [-1.55661, 8.47579, -1.08793], [-1.45661, 6.90011, -1.07236], [-0.22452, 6.56520, -0.16039], [-2.77347, 6.33263, -0.63024], [-3.13401, 5.12519, -1.46308], [-1.95410, 4.91398, -2.38480], [-1.22816, 6.27586, -2.47815], [-2.46459, 11.06131, -0.61558], [-0.77093, 11.26765, 0.04502], [-2.10669, 11.13344, 1.07949], [-2.88677, 9.05229, 0.48462], [-1.23397, 8.83674, 1.02200], [-0.62912, 8.83642, -1.53270], [-2.31804, 8.75428, -1.81647], [0.65619, 7.04396, -0.58845], [-0.04851, 5.49003, -0.12655], [-0.51022, 6.84625, 0.85326], [-2.72267, 6.13903, 0.44123], [-3.51146, 7.08345, -0.91264], [-3.28716, 4.23772, -0.84904], [-4.04026, 5.29514, -2.04440], [-1.18095, 4.28085, -1.94949], [-2.13267, 4.44098, -3.35045], [-0.14354, 6.26807, -2.58601], [-1.70575, 6.92681, -3.21045], [0.10169, -7.18870, -2.02383], [0.41619, -7.18499, -0.52422], [1.05598, -5.77444, -0.15119], [1.85867, -5.58222, 1.14108], [3.10559, -6.57581, 1.12669], [0.93906, -5.86905, 2.39361], [1.65467, -5.15348, 3.61884], [2.22175, -3.88913, 2.98790], [2.31486, -4.12920, 1.46252], [-0.66705, -6.51372, -2.40004], [-0.03781, -8.18225, -2.44985], [1.05177, -6.89747, -2.47174], [1.17059, -7.92007, -0.24380], [-0.43006, -7.34833, 0.14307], [0.18950, -5.11630, -0.08673], [1.75291, -5.43712, -0.91840], [3.62575, -6.55593, 0.16902], [2.71168, -7.57486, 1.31332], [3.76261, -6.42258, 1.98282], [0.75977, -6.94314, 2.34570], [-0.04354, -5.40673, 2.29945], [2.41467, -5.82443, 4.01927], [0.95684, -5.05332, 4.45017], [3.19591, -3.62316, 3.39823], [1.48234, -3.10156, 3.13315], [3.24416, -3.97035, 0.91545], [1.66579, -3.52168, 0.83187], [-4.69935, -5.03006, 7.31510], [-3.38018, -4.37944, 7.00242], [-3.34158, -3.29771, 6.00375], [-1.97019, -2.50224, 6.01038], [-0.86169, -3.41270, 5.50763], [-2.03764, -1.35545, 4.98127], [-1.87993, -0.12153, 5.76098], [-0.97482, -0.49238, 6.92188], [-1.72333, -1.80170, 7.33642], [-5.51835, -4.31706, 7.22042], [-4.70617, -5.44600, 8.32260], [-4.99604, -5.84890, 6.65968], [-2.77331, -5.17488, 6.56990], [-3.04383, -4.15763, 8.01523], [-4.13621, -2.55680, 6.09158], [-3.35849, -3.72794, 5.00239], [-1.31205, -3.98960, 4.69987], [-0.47715, -3.95242, 6.37303], [-0.01816, -2.81121, 5.16884], [-1.16399, -1.43734, 4.33464], [-2.93121, -1.43548, 4.36221], [-1.49954, 0.56861, 5.00791], [-2.85279, 0.15875, 6.16484], [0.03745, -0.61603, 6.53703], [-1.01306, 0.28684, 7.68310], [-1.11786, -2.46238, 7.95691], [-2.67458, -1.65656, 7.84843], [-4.82127, -5.90379, -3.02214], [-5.68443, -5.36367, -1.81324], [-5.16712, -3.97825, -1.48150], [-5.74281, -3.53545, -0.07196], [-7.27929, -3.53570, -0.24522], [-5.18456, -2.16441, 0.31538], [-5.14265, -2.13550, 1.90675], [-5.52284, -3.57286, 2.35971], [-5.34140, -4.44110, 1.07688], [-4.94803, -6.97070, -3.20580], [-3.80319, -5.94557, -2.63502], [-4.78303, -5.42084, -3.99856], [-5.64662, -6.10655, -1.01649], [-6.69671, -5.23171, -2.19529], [-5.47807, -3.29853, -2.27484], [-4.08986, -3.94614, -1.31848], [-7.64994, -4.55824, -0.17353], [-7.51573, -3.06730, -1.20062], [-7.71695, -3.09913, 0.65254], [-5.64187, -1.41032, -0.32518], [-4.15188, -2.19839, -0.03178], [-5.87559, -1.48041, 2.37767], [-4.17273, -1.83907, 2.30609], [-6.51115, -3.55652, 2.81913], [-4.86245, -4.02780, 3.09795], [-5.91217, -5.36971, 1.07374], [-4.28840, -4.64617, 0.88390], [-1.18013, 3.39488, 7.77108], [0.20924, 3.32745, 7.02776], [0.73937, 4.62166, 6.30293], [1.66868, 4.27985, 5.08165], [2.84340, 3.30192, 5.33720], [2.35569, 5.46586, 4.43606], [2.00076, 5.42157, 2.99429], [0.63264, 4.88293, 2.91097], [0.74277, 3.73445, 3.91644], [-1.95744, 3.19537, 7.03346], [-1.42631, 4.42097, 8.04427], [-1.31256, 2.84531, 8.70304], [0.14846, 2.54897, 6.26725], [0.93719, 2.90415, 7.71986], [1.36423, 5.11459, 7.04769], [-0.01456, 5.31251, 5.92555], [3.25568, 2.93812, 4.39604], [2.32662, 2.40489, 5.67832], [3.61000, 3.66020, 6.02427], [3.42292, 5.44254, 4.65649], [1.88541, 6.27583, 4.99364], [2.69390, 4.71265, 2.54143], [2.25069, 6.34789, 2.47703], [0.35230, 4.62153, 1.89059], [-0.19114, 5.51251, 3.24731], [1.17851, 2.78506, 3.60519], [-0.17354, 3.34216, 4.35756], [4.47459, -1.11233, -4.87943], [4.27706, 0.24520, -5.65280], [2.80546, 0.52089, -5.45343], [2.25784, 1.86132, -5.96732], [2.52722, 2.05443, -7.47380], [0.70455, 1.94151, -5.67941], [0.60004, 2.18383, -4.20192], [1.78657, 3.16961, -3.86837], [2.81726, 2.98164, -5.01495], [5.45853, -1.56464, -5.00347], [3.71768, -1.82456, -5.20792], [4.29961, -1.02503, -3.80711], [4.51408, 0.18673, -6.71511], [4.93702, 1.02434, -5.27138], [2.49885, 0.42350, -4.41199], [2.27359, -0.19017, -6.08558], [1.84208, 1.44488, -8.06298], [3.55331, 1.73790, -7.66101], [2.49297, 3.12006, -7.70044], [0.32576, 2.80831, -6.22095], [0.18368, 1.04923, -6.02672], [-0.45712, 2.41641, -4.07380], [0.72164, 1.30093, -3.57438], [1.43453, 4.19351, -3.74274], [2.26025, 2.92186, -2.91844], [2.73532, 3.88712, -5.61618], [3.80238, 2.83468, -4.57219], [9.06911, 4.47564, -1.85931], [7.74588, 3.68296, -1.46559], [7.75378, 2.26823, -2.00258], [6.55144, 1.40713, -1.55498], [5.30325, 2.04775, -2.16354], [6.39656, 1.27541, -0.01285], [5.56733, 0.00590, 0.15032], [5.75152, -0.87399, -1.07960], [6.73438, -0.07443, -1.92067], [9.87134, 4.05596, -1.25234], [9.04307, 5.41845, -1.31293], [9.32837, 4.63743, -2.90559], [6.88646, 4.19555, -1.89772], [7.63466, 3.65078, -0.38176], [8.57917, 1.75620, -1.50795], [7.73791, 2.18839, -3.08954], [5.55657, 2.22460, -3.20884], [5.03257, 2.94180, -1.60186], [4.43161, 1.40127, -2.26560], [5.94689, 2.20609, 0.33317], [7.39858, 1.12383, 0.38851], [4.51033, 0.26329, 0.21812], [5.90100, -0.40635, 1.10259], [4.85605, -1.11134, -1.65397], [6.12051, -1.87877, -0.87378], [6.72679, -0.12980, -3.00923], [7.72839, -0.46060, -1.69503], [-4.78638, -2.38577, -7.91124], [-4.00923, -2.10380, -6.61085], [-2.60518, -2.60736, -6.65413], [-1.93304, -2.40653, -5.22951], [-1.70801, -0.92178, -4.87681], [-0.50831, -3.04909, -5.29646], [-0.18073, -3.73701, -3.93745], [-1.39985, -3.54452, -3.06877], [-2.55450, -3.18438, -4.08095], [-5.70349, -1.79751, -7.94211], [-5.13264, -3.41887, -7.94139], [-4.23575, -2.07087, -8.79766], [-4.51863, -2.57093, -5.76800], [-4.13404, -1.04953, -6.36380], [-1.95938, -2.15295, -7.40550], [-2.62679, -3.68583, -6.81075], [-2.67078, -0.47531, -4.62814], [-1.29475, -0.49290, -5.78970], [-0.98846, -0.86405, -4.06009], [0.13338, -2.18818, -5.48398], [-0.58931, -3.63452, -6.21232], [0.73879, -3.31547, -3.53140], [-0.01201, -4.78850, -4.16982], [-1.31947, -2.74498, -2.33230], [-1.58403, -4.49943, -2.57651], [-3.41299, -2.67843, -3.63923], [-2.97465, -4.09478, -4.50844], [-1.31986, -3.14598, 2.44121], [-1.37202, -2.86848, 1.14058], [-1.92695, -3.63739, 0.36683], [-0.81189, -1.85497, 0.69338], [-1.89112, -3.91465, 2.50763], [-3.36548, 1.91238, -2.21451], [-2.27331, 1.35654, -1.63554], [-2.25411, 0.26207, -0.97027], [-1.20313, 1.85349, -1.42843], [-3.89074, 1.11487, -2.11615], [2.78453, 3.86347, -0.81576], [2.37925, 2.83973, -0.05174], [1.40887, 2.10873, -0.30209], [2.95185, 2.59411, 0.96049], [3.35273, 4.24512, -0.14264], [2.20324, -1.71620, -2.54312], [1.48860, -1.15212, -1.64027], [0.42690, -0.58633, -1.92011], [1.85304, -0.81559, -0.49651], [2.93128, -1.94750, -1.96169], [-2.69795, 2.50437, 3.02357], [-1.88704, 1.72910, 2.32499], [-1.13722, 2.22929, 1.50659], [-1.85908, 0.50191, 2.22660], [-2.36377, 3.36504, 2.76059], [2.91436, -0.64162, 3.41827], [1.71297, -0.19011, 3.38964], [1.22660, 0.04349, 4.48976], [0.99120, 0.07564, 2.36563], [2.93507, -0.73378, 4.37362]], "atomic_forces_ev_per_a": [[0.2, 0.1, 0.7], [-0.8, -0.5, 0.2], [0.1, 0.5, 1.1], [0.5, -0.2, -1.3], [1.2, 0.8, 0.1], [-1.7, -0.5, -0.6], [-0.4, 0.5, 0.2], [0.2, -1.0, -0.3], [2.2, 0.2, -0.1], [-0.8, 0.6, 0.7], [0.4, 0.5, -0.2], [0.2, -0.6, -0.6], [-0.2, -0.1, 0.0], [0.0, -0.3, 0.0], [0.1, -0.1, 0.0], [0.3, -0.2, 0.1], [-0.2, -0.4, -0.1], [-0.3, 0.3, 0.3], [-0.2, -0.1, -0.4], [0.4, 0.4, -0.2], [-0.3, 0.2, -0.1], [0.1, 0.2, 0.8], [-0.1, 0.1, 0.0], [0.0, 0.1, 0.2], [-0.4, -0.5, 0.4], [-0.4, 0.4, -0.1], [-0.2, -0.2, -0.4], [0.2, 0.2, 0.1], [1.2, -0.3, -0.1], [1.0, 1.2, 1.1], [-0.5, 0.1, 0.0], [0.1, -1.0, 1.8], [-1.6, 0.1, 0.8], [1.1, 0.2, 0.0], [-0.2, -2.3, -1.3], [-0.2, 0.0, -0.5], [-0.4, -0.7, -1.8], [-0.1, 0.0, 0.4], [-0.4, -0.1, 0.4], [0.0, 0.3, -0.4], [-0.2, -0.4, -0.5], [-0.2, 0.0, -0.2], [0.3, 0.6, 0.0], [-0.2, -0.1, -0.2], [-0.2, 0.4, 0.1], [-0.1, 0.0, -0.4], [0.0, 0.7, -0.2], [0.3, 0.0, 0.7], [0.2, 0.3, -0.8], [0.3, 0.1, -0.1], [-0.1, 0.4, -0.3], [-0.2, 0.2, 0.0], [0.4, 0.3, 0.0], [0.5, -0.2, 0.8], [-0.6, 0.3, 0.6], [-1.7, -0.2, -0.5], [0.7, -1.7, 0.8], [1.1, 1.4, -0.4], [-1.1, -0.3, -1.1], [-0.2, 0.6, 1.5], [0.2, -1.1, -0.5], [-0.6, 1.0, -0.2], [-1.2, -0.2, -0.2], [1.8, -0.3, 0.0], [-0.1, 0.1, 0.4], [0.0, 0.2, -0.1], [0.3, 0.0, -0.2], [0.6, -0.1, 0.5], [0.8, 0.7, -0.4], [0.1, 0.2, 0.1], [-0.3, 0.1, -0.1], [0.5, -0.2, 0.3], [-0.3, -0.7, -0.3], [-0.3, 0.1, -0.2], [-0.2, -0.2, -0.1], [0.0, 0.0, 0.2], [0.0, 0.6, 0.6], [0.0, 0.6, -0.1], [0.1, -0.4, 0.4], [0.2, -0.3, 0.2], [-0.1, 0.0, 0.0], [0.0, 0.3, -0.3], [0.8, -0.9, 1.3], [0.4, 0.0, -2.6], [-0.1, -0.7, 2.3], [-1.2, 0.2, -1.4], [0.8, -0.2, 1.2], [0.9, -1.0, 0.6], [-0.8, -0.2, -0.3], [0.6, -0.4, -1.0], [-0.3, 0.7, 0.0], [-0.8, 0.1, -0.1], [0.5, 0.4, -0.1], [-0.6, 0.4, 0.3], [0.0, 0.3, 0.0], [-0.2, -0.4, 0.4], [-0.1, 0.4, 0.4], [0.1, 0.0, -0.2], [0.3, -0.1, -0.6], [-0.2, 0.1, 0.4], [0.0, 0.7, -0.4], [-0.5, 0.1, 0.7], [0.2, 0.0, 0.1], [0.1, 0.3, -0.4], [0.1, 0.1, -0.5], [-0.1, -0.4, -0.4], [0.1, 0.3, 0.1], [0.0, 0.2, -0.1], [0.1, -0.1, 0.3], [0.3, 1.5, -1.2], [-0.5, -0.5, -0.2], [1.2, -1.2, 0.8], [0.3, -1.1, -1.1], [-2.2, -1.3, 0.2], [-0.9, 1.1, 1.9], [1.8, 0.8, -0.8], [-1.1, -1.0, 0.2], [0.1, -1.1, 1.0], [-0.2, -0.5, 0.2], [0.3, 0.2, 0.2], [0.4, -0.4, -0.4], [-0.2, -0.2, -0.1], [0.3, 0.6, 0.0], [0.1, 0.5, -0.3], [0.0, -0.2, 0.0], [0.1, 0.8, -0.3], [0.4, -0.1, 0.6], [-0.4, 0.3, 0.0], [-0.2, 0.1, 0.0], [0.4, 0.7, -0.5], [-0.1, -0.4, -0.3], [-0.4, 0.3, 0.2], [0.1, -0.7, 0.2], [0.3, 0.6, 0.2], [0.5, 0.4, -0.7], [-0.2, 0.7, 0.2], [0.2, 0.4, -0.6], [0.2, -0.7, 0.8], [-0.9, 0.7, -1.2], [-0.2, 0.2, 0.9], [0.8, 0.1, 1.3], [1.7, -0.1, -0.1], [0.4, -0.2, 0.3], [-0.9, -0.9, 0.1], [-1.9, 0.9, -0.7], [-0.1, 0.1, -0.3], [0.1, -0.1, -0.2], [0.1, 0.5, 0.0], [0.0, -0.5, 0.1], [-0.1, 0.0, 0.3], [0.0, 0.0, -0.1], [-0.2, -0.3, 0.3], [-0.1, 0.2, 0.2], [-0.2, 0.0, -0.1], [-0.4, -0.2, 0.0], [0.2, 0.0, -0.2], [0.4, 0.0, -0.2], [0.2, 1.0, 0.7], [0.0, -0.3, -0.3], [0.2, 0.1, -0.4], [-0.3, -0.2, 0.0], [0.7, -0.1, -0.1], [0.0, -0.4, -0.9], [-0.7, -0.4, 2.1], [0.4, 0.7, -1.4], [-0.1, -0.9, 1.1], [-0.4, -0.2, 0.8], [0.5, -0.9, -0.4], [0.1, 0.2, -1.6], [-0.9, 0.6, 0.8], [0.3, -0.3, -0.7], [0.4, 0.3, -1.0], [0.4, -0.7, -0.7], [-0.5, 0.5, -0.6], [-0.3, -0.3, 0.2], [-0.1, 0.3, 0.2], [0.2, 0.2, 0.0], [0.3, -0.2, -0.7], [0.5, 0.1, 0.1], [0.2, 0.6, 0.1], [0.2, -0.1, -0.3], [0.1, -0.5, 0.8], [0.0, -0.3, 0.3], [0.0, 0.3, -0.1], [0.0, 0.0, 0.4], [-0.3, -0.5, -0.2], [-0.4, 0.6, 0.2], [0.5, 0.2, 0.2], [-0.6, -0.2, -0.1], [0.3, 0.9, 0.4], [-0.4, 0.2, 0.4], [-1.2, 0.4, -0.2], [0.0, 0.1, 1.8], [1.4, -0.1, 0.3], [-0.6, -1.3, -0.6], [-0.6, 1.1, -0.3], [0.2, 0.2, -1.7], [-1.2, 0.4, -0.6], [0.1, -0.6, 0.2], [0.0, 0.1, 0.2], [0.4, -0.1, -0.4], [0.1, -0.4, 0.0], [-0.1, -0.4, 0.0], [0.6, 0.3, -0.3], [0.0, 0.2, 0.2], [0.2, 0.0, 0.0], [0.2, 0.1, 0.0], [-0.1, 0.2, 0.1], [-0.2, 0.0, 0.2], [0.3, -0.3, -0.2], [0.6, -0.5, 0.5], [-0.2, -0.1, 0.0], [0.0, 0.0, 0.3], [0.2, -0.1, 0.1], [-0.5, 0.3, 0.3], [0.3, 0.4, 0.0], [0.2, -0.1, -0.2], [0.2, 0.3, 1.1], [-0.3, 0.0, -2.4], [-1.2, -1.8, 0.1], [2.1, 3.9, 0.1], [-0.2, -0.4, 0.2], [1.9, -1.5, 0.3], [0.6, -1.7, 3.4], [-3.4, -3.3, 0.3], [4.5, 5.7, -1.5], [-1.6, 0.0, -0.3], [-0.6, 0.5, -0.8], [-1.4, -2.1, 1.0], [-4.3, -1.6, -3.2], [4.0, 0.9, 3.8], [0.8, 0.8, -0.2], [1.3, -1.6, -0.4], [-2.8, 4.8, 2.3], [-3.9, 0.2, -2.3], [2.5, -1.6, 2.7], [1.3, -0.8, -0.5], [0.2, -0.7, 0.7], [-0.6, -2.3, -1.2], [3.9, 4.3, -3.6], [-1.7, -3.5, 1.7], [-0.4, 0.8, 0.2], [2.5, -1.3, -1.8], [-4.5, 2.3, -0.5], [-0.8, 0.2, 2.4], [0.5, -0.4, -3.1], [1.1, -0.3, 0.7]], "mulliken_charge": [2.817, -1.398, -0.084, -0.916, 0.595, -0.878, -0.639, -0.643, 0.405, -1.096, 0.365, 0.375, 0.391, 0.324, 0.169, 0.433, 0.575, 0.267, 0.211, 0.276, 0.340, 0.387, 0.030, 0.495, -0.678, 0.736, 0.507, 0.462, -1.001, -0.483, -0.330, 0.678, -1.079, -0.224, -0.992, 0.903, -0.446, -0.041, 0.484, 0.391, 0.371, 0.357, -0.271, 0.619, 0.348, 0.438, 0.363, 0.615, -0.216, 0.381, 0.327, 0.744, -1.031, 0.458, -0.356, -1.416, -0.309, -0.478, 1.108, -1.596, 1.116, 0.163, -0.407, -0.931, 0.356, 0.365, 0.355, 0.211, 0.306, 0.734, -0.219, 0.408, 0.479, 0.677, -0.854, -0.603, -0.500, 0.542, 0.075, 0.557, 0.385, 0.427, -1.092, -0.348, 0.065, 0.399, -0.952, -0.652, 0.685, -0.663, -0.497, 0.488, 0.079, 0.276, 0.327, 0.397, 0.498, -0.428, 0.403, 0.327, 0.424, 0.473, -0.101, 0.687, -0.869, 0.387, 0.176, 0.509, 0.233, -1.430, 0.736, -0.843, 0.711, -1.150, -0.975, 0.056, 0.270, -0.165, 0.316, 0.407, 0.353, -0.746, 0.499, 0.475, 0.467, 0.421, 0.317, 0.387, 0.421, 0.345, -0.176, 0.681, -0.637, 0.541, -0.396, 0.002, -1.172, -0.633, -0.633, 0.500, -0.850, -1.044, 0.900, 1.259, -1.132, 0.527, 0.460, -0.047, 0.587, 0.406, -0.096, 0.424, 0.334, 0.394, 0.360, 0.536, 0.299, 0.413, -0.812, 0.338, -1.253, 0.442, 0.342, -1.343, -0.337, -0.666, 0.310, -1.121, -0.966, 0.096, 0.684, -1.028, 0.386, 0.398, 0.362, 0.257, 0.305, 0.527, 0.462, 0.557, 0.312, 0.155, 0.599, 0.462, -0.462, 0.596, -1.128, 0.771, 0.624, 0.357, -1.440, -0.123, -0.642, 0.601, -1.573, -0.741, 0.281, 0.982, -1.275, 0.402, 0.358, 0.374, 0.083, 0.295, 0.551, 0.446, 0.242, 0.552, 0.573, 0.221, 0.477, -0.460, 0.502, -0.917, 0.134, 0.494, 0.147, 1.086, -1.067, -1.210, 0.675, 0.183, -0.516, -0.041, -0.484, -0.347, 0.369, -0.665, -0.181, -0.354, -0.709, 0.486, -0.545, 0.412, -0.075, -1.065, 0.241, -0.568, -0.258, 0.378, -0.389, 0.281, -0.579, 0.125, -0.708, 0.666, 0.388]}